A structure of composition C2H5OP at a distorted geometry. Source: the Open Molecules 2025 dataset; level of theory: ωB97M-V/def2-TZVPD.

XYZ file:
```
9
Properties=species:S:1:pos:R:3:forces:R:3
C -0.396 0.900 0.250 0.5819 0.7428 -1.5813
C 0.433 -0.096 -0.452 -3.0915 0.4226 0.3046
O 1.276 -0.854 0.224 -1.3739 0.7062 3.2652
P -1.794 -0.466 -0.050 1.9268 1.2156 -0.8642
H -0.190 1.216 1.276 0.2229 -0.5850 -0.2340
H -0.332 1.832 -0.411 -1.1864 -1.1974 0.8969
H 0.582 -0.094 -1.538 -0.2569 0.4268 0.4529
H 1.877 -1.172 -0.361 2.8427 -1.9278 -2.4329
H -1.457 -1.267 1.062 0.3343 0.1962 0.1929
```
Forces are in eV/Å.

Relative energy (zero: lowest compared OMol25 entry of this formula, charge and spin) in eV: 2.192
Multiplicity: 1
DFT total energy in a.u.: -495.7000
Strongest force on any atom in Eh/bohr: 0.082
Molecular weight in g mol⁻¹: 76.0
Lowest unoccupied orbital energy in eV: 0.65